(1)
169
Properties=species:S:1:pos:R:3:lowdin_charge:R:1 method="wB97M-V/def2-TZVPD" homo_ev=-8.960 gap_ha=0.346
Cl 3.791 4.959 -5.509 0.53
Cl -7.529 0.408 -2.779 0.54
Cl 2.552 2.474 -6.355 0.55
Cl -0.112 -2.985 -0.878 0.61
Cl -6.645 1.311 -5.470 0.52
Cl 5.106 3.337 -7.455 0.58
Cl -5.052 -0.635 -4.022 0.54
Cl 0.366 -2.159 -3.706 0.58
Cl -2.249 -3.036 -2.936 0.58
F -4.317 2.321 -0.083 0.07
F -0.413 -2.929 2.925 0.03
F -0.915 5.403 -1.917 0.02
F 2.923 -5.117 0.368 0.02
F -3.559 -6.813 -3.541 0.03
F 0.722 3.925 5.489 0.08
F 1.284 -1.755 -8.175 0.10
F -3.887 1.928 2.730 0.02
F 4.799 4.205 -1.409 0.09
O 4.516 1.825 1.839 -0.16
O -5.427 -2.766 0.582 -0.14
O -0.439 0.558 -1.049 -0.22
O 2.563 -0.021 0.112 -0.19
O -2.526 -0.643 0.257 -0.16
O 5.677 5.085 2.928 -0.16
C 0.306 -1.048 -7.692 -0.35
C -0.245 4.724 0.186 -0.01
C -3.021 -5.970 -0.094 -0.07
C 7.839 2.591 -2.335 -0.06
C -2.396 -3.689 3.931 -0.02
C -3.846 2.325 5.053 -0.01
C 6.973 3.425 -1.633 -0.04
C -5.943 1.949 3.975 -0.03
C -2.981 3.075 -3.888 -0.06
C -1.361 -0.228 0.976 -0.21
C -0.617 1.060 -7.124 -0.09
C -0.566 -5.223 3.512 0.00
C 6.061 1.630 -3.633 -0.08
C 5.181 3.827 3.038 -0.26
C 5.661 3.382 -1.963 -0.34
C -2.745 1.802 -3.244 -0.09
C -1.739 0.439 -6.721 -0.12
C -5.899 2.545 6.236 -0.10
C -1.316 -6.302 4.054 -0.09
C 0.298 1.548 -1.743 -0.09
C 3.029 -6.961 1.888 -0.03
C -4.265 3.796 -1.905 -0.02
C -0.835 -1.696 -7.275 -0.03
C -6.516 -2.832 -0.353 -0.09
C -6.632 2.239 5.123 -0.09
C 2.767 -1.368 -0.291 -0.09
C 5.215 2.469 -2.937 -0.05
C 4.898 3.213 1.650 -0.17
C -6.168 0.729 -3.861 -1.53
C -3.536 -5.915 -1.371 -0.04
C 0.882 2.727 4.939 -0.27
C 0.471 0.283 -7.580 -0.05
C -4.513 -1.893 0.047 -0.30
C 0.108 5.404 -0.996 -0.28
C 2.285 5.791 -0.269 -0.07
C 3.095 -5.575 1.662 -0.25
C -1.161 -3.963 3.384 -0.28
C 3.338 -4.693 2.739 -0.02
C 0.912 0.326 3.590 -0.09
C -1.482 -7.671 -0.801 -0.08
C 2.038 5.130 0.920 -0.10
C -2.974 -6.736 -2.306 -0.31
C 3.574 -5.294 3.981 -0.12
C 0.014 0.529 4.657 -0.08
C 6.024 5.628 4.154 -0.11
C -3.290 1.498 -1.971 -0.03
C 0.024 1.685 5.362 -0.03
C 0.748 4.619 1.170 -0.05
C 3.589 3.852 -6.844 -1.59
C -3.857 3.936 -3.222 -0.12
C -2.011 -7.647 -2.082 -0.02
C -1.836 -0.944 -6.755 -0.10
C -4.503 2.491 6.289 -0.04
C 3.354 -7.503 3.119 -0.09
C 3.548 0.894 -0.203 -0.25
C 1.316 5.943 -1.318 0.01
C -4.578 2.067 3.924 -0.26
C 7.419 1.621 -3.296 -0.06
C 4.779 1.003 0.617 -0.11
C 1.741 1.334 3.283 -0.10
C 3.606 -6.636 4.188 -0.12
C -0.765 -2.278 -2.389 -1.53
C -1.947 -6.805 0.158 -0.10
C -2.532 -6.066 4.639 -0.08
C -0.792 0.951 0.291 -0.17
C 1.778 2.531 3.923 -0.03
C -3.945 2.575 -1.323 -0.30
C -3.053 -4.750 4.526 -0.07
C -3.360 -1.629 0.900 -0.18
H -0.675 -8.338 -0.484 0.11
H 6.615 4.906 4.751 0.10
H 5.563 1.393 0.017 0.10
H -1.845 -8.357 -2.923 0.14
H -2.698 -2.588 0.955 0.14
H -3.374 -5.332 0.724 0.11
H 5.705 0.921 -4.376 0.11
H 8.893 2.699 -2.120 0.10
H -1.519 1.760 0.197 0.11
H 0.598 1.152 -2.712 0.09
H 1.356 0.755 -7.950 0.07
H -7.101 -1.933 -0.409 0.07
H 0.465 -5.281 3.065 0.12
H -3.097 -6.829 5.084 0.08
H -7.705 2.204 5.092 0.11
H -4.398 -5.321 -1.559 0.11
H 3.893 -7.001 5.224 0.13
H -2.623 0.988 -6.399 0.10
H -4.947 -0.914 -0.203 0.14
H 4.297 3.747 3.745 0.12
H -0.506 2.132 -7.198 0.10
H 5.141 0.057 0.966 0.12
H -3.951 2.734 7.158 0.09
H -1.561 -6.820 1.167 0.09
H 3.553 -3.630 2.508 0.12
H -6.215 -3.018 -1.382 0.08
H -2.765 2.370 4.981 0.10
H 2.674 -7.578 1.050 0.12
H 3.130 1.880 -0.139 0.11
H -6.482 1.709 3.063 0.12
H 4.061 3.657 1.137 0.07
H 2.451 3.320 3.585 0.10
H 3.347 -8.586 3.284 0.11
H -0.698 -0.234 4.916 0.10
H -0.724 1.758 6.116 0.10
H -1.208 4.221 0.308 0.11
H -1.617 0.110 2.022 0.13
H -2.759 -1.425 -6.427 0.11
H 8.133 1.050 -3.747 0.07
H 2.912 4.439 -7.539 0.04
H -0.756 -7.230 4.148 0.11
H 2.393 1.216 2.367 0.12
H 4.124 2.565 -3.163 0.12
H -2.854 -2.752 3.884 0.09
H 2.859 4.995 1.610 0.08
H 1.159 2.003 -1.195 0.09
H -4.154 -2.276 -0.911 0.09
H 6.537 6.536 3.898 0.09
H -4.117 -4.616 4.826 0.12
H -0.885 -2.811 -7.199 0.14
H -6.432 2.710 7.129 0.09
H 3.269 6.187 -0.359 0.09
H 7.393 4.123 -0.868 0.14
H -3.079 0.541 -1.498 0.10
H -4.121 4.904 -3.678 0.11
H 5.879 3.022 3.475 0.15
H -2.677 3.276 -4.857 0.07
H -0.361 2.361 -1.976 0.06
H 1.541 6.477 -2.249 0.12
H -0.590 -1.006 1.160 0.09
H 0.794 -0.612 3.019 0.10
H 5.852 3.331 1.006 0.14
H -4.851 4.667 -1.527 0.13
H 3.686 -4.655 4.876 0.12
H 2.158 -1.870 0.480 0.07
H -2.159 0.993 -3.756 0.11
H -5.672 1.565 -3.409 -0.04
H 2.362 -1.609 -1.261 0.04
H 5.188 5.810 4.820 0.09
H 3.828 -1.687 -0.290 0.10
H -7.179 -3.638 -0.061 0.09
H 0.146 1.264 0.821 0.13
H -3.741 -1.399 1.907 0.13
H 3.750 0.806 -1.254 0.11
H 0.518 4.106 2.117 0.10
H -1.003 -1.231 -2.195 -0.02


(2)
163
Properties=species:S:1:pos:R:3:mulliken_spin:R:1 method="wB97M-V/def2-TZVPD" homo_ev="-1.366 / -1.996" gap_ha="0.188 / 0.211" total_charge=-2 s_squared=8.7567 e_above_lowest_ev=0.149 spin_multiplicity=6
Mn -0.868 -1.254 1.400 4.71
Cl -2.682 -6.559 3.348 0.00
Cl 0.220 -6.744 3.218 0.00
P 1.062 -1.263 3.611 0.14
Si -2.910 -1.604 2.873 0.03
O -2.047 -1.397 -0.225 0.06
O -0.604 -3.551 2.354 -0.13
O -1.456 -5.129 0.971 0.00
O -1.867 1.501 1.448 -0.07
O 0.446 0.230 0.547 0.08
O 0.518 -2.766 -0.148 0.05
C -1.892 2.180 0.246 0.00
C -4.372 -0.411 3.428 0.01
C 4.568 -2.856 2.209 0.00
C -3.611 -1.132 -6.460 0.00
C 4.013 2.343 0.474 0.00
C -0.004 -2.628 -2.491 -0.01
C -4.026 0.122 -2.859 -0.01
C 1.251 2.921 5.579 0.00
C -1.176 -5.633 3.296 0.00
C 2.196 -1.588 -5.430 0.00
C 0.536 -4.177 7.202 0.00
C 5.309 3.044 0.882 0.00
C 5.194 -0.808 3.264 0.00
C 0.800 -2.274 -1.412 0.04
C -2.670 2.181 2.405 0.03
C 1.966 -1.536 -1.594 0.00
C 1.772 1.836 6.273 0.00
C 3.250 -2.629 2.566 0.03
C -3.227 2.997 -1.560 0.00
C 1.203 -4.588 6.055 0.00
C 3.948 1.012 0.075 0.00
C 5.575 4.281 0.015 0.00
C -2.857 -2.524 4.591 0.00
C -3.676 -0.639 -3.971 0.01
C -3.899 0.824 -0.460 -0.02
C -4.170 -0.231 -5.356 0.00
C 2.869 -1.498 3.296 -0.01
C -2.765 6.477 -1.769 0.00
C -2.685 5.233 -2.672 0.00
C -2.352 -2.024 -2.477 0.00
C -5.705 -0.304 -5.415 0.00
C -1.103 -4.667 2.050 -0.02
C -2.850 -1.732 -3.734 0.00
C -2.614 -1.182 -1.361 -0.02
C 1.557 2.350 0.521 -0.02
C -3.000 2.033 -0.582 0.00
C 1.369 -3.720 4.990 0.00
C -0.897 3.111 -0.047 0.00
C -1.620 5.442 -3.754 0.00
C -4.014 -2.817 1.834 0.02
C 1.237 -0.727 -6.263 0.00
C 2.787 2.987 0.615 0.00
C -4.041 5.078 -3.367 0.00
C 2.783 -1.137 -0.392 -0.01
C -1.146 4.028 -1.061 0.00
C 0.173 -2.030 6.179 0.00
C -2.339 4.042 -1.780 0.00
C 1.685 -1.722 -3.998 0.00
C 1.107 0.349 4.487 -0.04
C 0.472 -2.367 -3.768 0.00
C 1.096 -4.064 -0.025 0.02
C 1.705 0.563 5.734 0.00
C 0.019 -2.892 7.253 0.00
C 2.386 -1.256 -2.891 0.00
C 1.510 0.928 0.353 0.03
C 0.655 2.720 4.343 0.00
C 5.183 3.471 2.356 0.00
C 2.748 0.329 -0.038 0.00
C 3.589 -0.955 -5.488 0.00
C 0.869 -2.419 5.033 0.01
C -3.538 -0.123 -1.589 0.01
C 6.516 2.107 0.784 0.00
C 5.557 -1.951 2.564 0.00
C 0.582 1.442 3.805 -0.03
C 0.343 3.229 0.804 0.01
C -3.724 1.210 -5.657 0.00
C 3.872 -0.573 3.603 0.00
C -1.394 -3.179 -2.282 0.01
C 2.298 -2.987 -6.061 0.00
H -4.144 1.913 -4.936 0.00
H 2.952 -3.626 -5.464 0.00
H 2.241 1.987 7.239 0.00
H 0.254 3.569 3.804 0.00
H 6.518 4.759 0.301 0.00
H 3.579 0.059 -5.085 0.00
H -3.733 0.327 0.494 0.01
H 0.500 -4.804 -0.562 0.00
H 0.227 -1.141 -6.253 0.00
H -3.412 -3.503 1.239 0.00
H 4.820 -3.742 1.637 0.00
H -4.714 0.953 -2.990 0.00
H -1.572 4.565 -4.403 0.00
H 2.128 -0.271 6.279 0.00
H -2.302 3.203 2.564 0.00
H -0.631 5.595 -3.319 0.00
H 1.324 -3.471 -6.126 0.00
H -1.974 -3.151 4.704 0.00
H -2.519 -1.095 -6.477 0.00
H -4.948 1.116 -0.553 0.00
H -1.795 6.703 -1.324 0.00
H 6.590 -2.119 2.288 0.00
H 0.047 3.070 1.844 0.00
H -4.666 -3.420 2.477 0.00
H 1.577 -0.674 -7.302 0.00
H -4.046 4.222 -4.045 0.00
H -4.847 4.957 -2.642 0.00
H 1.877 -4.073 4.103 0.00
H -6.036 -1.326 -5.218 0.00
H 4.310 -1.549 -4.922 0.00
H 3.296 -0.680 -3.012 0.00
H 7.414 2.609 1.156 0.00
H -3.925 -2.168 -6.319 0.00
H 4.776 5.016 0.124 0.00
H 0.409 -4.858 8.034 0.00
H -4.646 -2.265 1.130 0.00
H 1.312 3.920 5.993 0.00
H -3.101 7.350 -2.337 0.00
H 1.575 -5.603 5.979 0.00
H -2.636 1.287 -5.598 0.00
H 3.826 -1.423 -0.554 0.00
H 5.635 4.003 -1.039 0.00
H 1.189 0.285 -5.858 0.00
H -3.714 2.236 2.083 0.00
H 2.711 -2.917 -7.072 0.00
H -2.612 1.608 3.326 -0.01
H 0.694 4.260 0.726 0.00
H -6.072 -0.001 -6.402 0.00
H 2.409 -1.688 0.467 0.02
H -4.135 2.915 -2.143 0.00
H -4.802 0.166 2.602 0.00
H -3.740 -3.162 4.711 0.00
H -4.049 0.299 4.197 0.00
H 2.121 -4.066 -0.416 0.00
H -1.089 -5.080 4.222 0.00
H -0.278 -1.049 6.220 0.00
H -4.250 5.975 -3.954 0.00
H 6.347 1.215 1.389 0.00
H -0.394 4.786 -1.263 0.00
H 2.489 -3.338 2.263 0.00
H -4.045 1.513 -6.660 0.00
H 5.000 2.588 2.973 0.00
H -1.864 6.315 -4.367 0.00
H -3.981 -0.796 -7.433 0.00
H 5.952 -0.087 3.549 0.00
H 6.096 3.963 2.710 0.00
H 3.627 0.349 4.106 0.00
H -6.154 0.348 -4.665 0.00
H 4.858 0.461 -0.140 0.00
H 0.134 1.255 2.834 0.06
H 4.346 4.155 2.499 0.00
H 2.785 4.054 0.831 0.00
H 6.701 1.799 -0.247 0.00
H -0.135 -2.694 -4.606 0.00
H -2.854 -1.800 5.414 0.00
H -3.470 6.298 -0.955 0.00
H -2.585 -2.391 -4.556 0.00
H -1.496 -3.575 -1.270 -0.01
H -1.613 -3.965 -3.010 0.00
H -5.174 -1.018 3.862 0.00
H -0.527 -2.557 8.128 0.00
H 3.927 -0.908 -6.526 0.00
H 1.111 -4.324 1.028 -0.01


(3)
168
Properties=species:S:1:pos:R:3:lowdin_charge:R:1 method="wB97M-V/def2-TZVPD" homo_ev=-5.114 gap_ha=0.265 total_charge=-1
I -1.242 -1.591 -1.027 0.56
P -0.035 -0.174 0.660 0.26
F 3.384 -1.965 6.218 0.05
F 7.159 -2.168 -6.570 0.04
F -1.632 3.690 -2.615 0.05
F -4.122 -2.073 -3.673 0.05
F 13.690 -1.236 -7.254 0.06
F -2.850 10.908 0.420 0.05
F 2.563 -0.540 -4.700 0.03
O -6.289 -0.368 1.011 -0.23
O 0.679 -1.636 1.329 -0.45
O -3.022 1.152 0.269 -0.11
O 0.699 0.848 1.873 -0.38
N 0.809 4.795 3.348 -0.14
C 12.465 -1.496 -7.739 -0.29
C 3.497 2.481 1.998 -0.20
C 10.151 -2.007 -7.361 -0.08
C 0.635 0.787 4.872 -0.11
C -0.543 1.286 -0.463 -0.40
C -0.327 3.883 3.422 -0.09
C 1.138 -0.816 -6.559 -0.03
C -7.334 -1.033 -4.980 -0.09
C -1.687 4.417 3.993 -0.06
C 2.036 0.462 4.134 -0.16
C -3.718 7.030 1.477 -0.09
C 9.940 -2.032 -8.739 -0.09
C -8.180 -1.895 -4.286 -0.11
C 1.923 0.320 2.517 -0.36
C 3.095 -1.655 7.491 -0.29
C -4.564 4.753 -4.456 -0.09
C 2.219 4.613 2.895 -0.16
C -4.910 -4.953 3.858 -0.23
C -1.810 5.191 -4.422 -0.02
C 2.498 -1.014 10.118 -0.10
C 1.667 -1.310 2.376 -0.28
C -2.065 1.788 -0.298 -0.24
C 6.196 -2.883 -5.962 -0.29
C 11.422 -1.742 -6.859 -0.01
C 12.265 -1.513 -9.111 -0.03
C -6.277 -2.882 -3.181 -0.02
C -5.172 -2.315 3.228 -0.21
C 10.996 -1.788 -9.614 -0.09
C 2.404 3.617 1.635 -0.15
C 5.044 -2.245 -5.527 -0.01
C -5.445 -2.015 -3.873 -0.29
C 3.569 -0.394 9.477 -0.09
C -3.492 -5.298 4.565 -0.22
C 2.023 -2.275 8.118 -0.01
C -2.311 -4.845 3.535 -0.21
C -3.134 9.641 0.765 -0.30
C 1.337 -0.799 -5.186 -0.30
C 4.046 -2.987 -4.903 -0.06
C -2.606 5.842 -5.361 -0.09
C -1.256 5.910 4.322 -0.11
C -4.452 9.211 0.757 -0.03
C 6.373 -4.247 -5.781 -0.03
C 1.741 -4.437 3.694 -0.19
C 0.272 6.070 3.913 -0.09
C 2.483 -3.829 2.390 -0.20
C -5.525 -3.513 4.252 -0.21
C -5.306 -1.403 0.676 -0.23
C -6.387 0.503 -0.178 -0.12
C -5.960 -1.088 -4.768 -0.02
C -2.102 8.786 1.125 -0.02
C 3.076 0.977 1.593 -0.13
C -0.977 -1.309 -4.809 -0.09
C 3.873 -0.720 8.159 -0.02
C -0.846 -5.213 4.107 -0.22
C 0.167 -4.066 3.589 -0.22
C 0.293 -1.045 -4.306 -0.04
C 2.942 -2.289 2.536 -0.13
C -2.399 4.321 -3.516 -0.28
C 4.215 -4.357 -4.712 -0.08
C -4.745 7.897 1.110 -0.09
C -1.187 -1.334 -6.188 -0.10
C 1.727 -1.956 9.440 -0.08
C -7.653 -2.819 -3.384 -0.08
C -0.130 -1.091 -7.062 -0.10
C -2.396 7.474 1.488 -0.08
C 5.379 -4.988 -5.148 -0.09
C -3.983 5.625 -5.374 -0.11
C -5.340 -2.679 1.664 -0.18
C -3.767 4.093 -3.525 -0.01
H 2.263 -0.763 11.148 0.10
H 4.708 -0.254 7.648 0.12
H 7.282 -4.722 -6.135 0.11
H -5.637 4.588 -4.465 0.10
H 1.769 -3.966 1.497 0.11
H 0.128 2.235 -0.335 0.08
H 9.326 -2.194 -6.682 0.09
H 1.429 -2.999 7.572 0.12
H 3.680 -2.011 1.677 0.12
H 1.409 3.215 1.222 0.09
H -5.942 -1.463 3.446 0.11
H -1.080 9.146 1.120 0.11
H 3.139 -2.500 -4.568 0.09
H -2.467 -5.465 2.570 0.12
H -4.201 3.404 -2.808 0.12
H 2.857 4.269 0.777 0.11
H -0.418 0.970 -1.575 0.04
H -2.178 -1.545 -6.580 0.10
H 5.511 -6.054 -4.994 0.10
H -1.176 -0.128 1.557 0.04
H -1.977 6.663 4.798 0.07
H 0.625 0.262 5.915 0.07
H -6.669 -3.561 4.453 0.11
H -4.257 -0.908 0.701 0.10
H 4.166 0.343 10.005 0.10
H -2.336 2.810 -0.786 0.10
H 4.030 0.319 1.756 0.12
H -5.465 -1.827 -0.403 0.11
H 0.650 1.926 5.121 0.07
H -8.314 -3.488 -2.842 0.10
H -4.814 -5.152 2.730 0.10
H -0.327 2.779 3.115 0.09
H 8.949 -2.243 -9.130 0.10
H 11.606 -1.726 -5.790 0.12
H -6.252 -3.385 1.479 0.12
H -5.667 -5.751 4.257 0.10
H -5.849 -3.599 -2.489 0.12
H 4.933 -1.177 -5.676 0.11
H 2.596 5.672 2.577 0.12
H -3.450 -6.463 4.650 0.11
H -3.946 6.006 1.757 0.10
H 0.014 -3.125 4.260 0.12
H 3.438 -4.936 -4.221 0.10
H -1.802 -1.495 -4.129 0.05
H -2.691 3.870 4.142 0.09
H -4.132 -1.824 3.414 0.12
H 13.097 -1.312 -9.777 0.11
H 1.154 -0.207 -0.191 0.01
H 3.864 2.526 3.106 0.09
H -7.430 0.323 -0.672 0.09
H 1.866 -5.571 3.835 0.10
H -5.773 7.548 1.098 0.10
H 0.477 -1.030 -3.237 0.03
H 2.786 1.283 4.472 0.10
H 10.831 -1.813 -10.687 0.10
H -0.465 -6.261 3.827 0.11
H -7.746 -0.317 -5.685 0.10
H 1.971 -0.615 -7.224 0.11
H 2.893 4.330 3.807 0.13
H 1.008 -1.486 3.327 0.12
H -9.253 -1.849 -4.448 0.10
H -5.598 0.254 -0.980 0.08
H 3.434 -4.459 2.144 0.11
H -6.221 1.599 0.134 0.09
H -0.283 0.466 4.262 0.08
H -5.240 9.902 0.477 0.11
H 2.204 -3.939 4.643 0.10
H 2.439 -0.529 4.619 0.09
H -1.598 6.799 1.779 0.08
H -4.408 -3.325 1.380 0.11
H -0.900 -5.154 5.255 0.10
H -5.039 -3.221 5.274 0.11
H -0.739 5.354 -4.391 0.12
H 0.895 -2.441 9.942 0.10
H -5.288 -0.418 -5.292 0.12
H -0.125 -3.835 2.483 0.12
H -4.604 6.137 -6.104 0.10
H -0.294 -1.115 -8.135 0.10
H 2.851 0.951 0.468 0.11
H 4.453 2.729 1.372 0.11
H 0.896 7.037 4.055 0.10
H -2.462 -3.722 3.305 0.12
H -2.155 6.519 -6.079 0.10
H -3.358 -4.849 5.614 0.10
H 3.485 -2.089 3.529 0.10